[1]
Entry from OMol25: a 9-piece molecular cluster, C36H66O24 overall in a non-equilibrium geometry (the ωB97M-V functional and the def2-TZVPD basis).

Geometry as XYZ:
```
126
Properties=species:S:1:pos:R:3:mulliken_charge:R:1
O -14.3149 -19.9155 4.6217 -0.55
C -15.4584 -19.7522 4.8931 0.60
O -16.4256 -19.7880 3.9706 -0.35
C -17.7525 -19.4323 4.4347 -0.07
C -17.5351 -18.9113 5.8505 0.20
C -16.1789 -19.5506 6.2276 -0.87
H -18.4232 -20.3354 4.4178 0.35
H -18.1451 -18.6958 3.7417 -0.16
H -18.4580 -19.3059 6.4706 0.48
H -17.5300 -17.8476 6.0070 -0.35
H -16.3110 -20.5780 6.6642 0.35
H -15.6212 -19.0125 6.9741 0.35
O -16.6792 -16.6461 3.5918 -0.25
C -15.5532 -16.5262 3.1501 -0.05
O -14.5869 -15.8266 3.7024 -0.35
C -13.3624 -16.0383 3.0185 -0.42
C -13.8371 -16.2466 1.4861 -0.04
C -15.1304 -17.0283 1.7112 3.09
H -12.9793 -17.0433 3.3869 0.05
H -12.7274 -15.2043 3.3038 0.47
H -13.1571 -16.7723 0.8040 0.61
H -14.0164 -15.2172 1.1501 -0.37
H -14.9923 -18.0698 1.9019 -1.51
H -15.9415 -16.8073 0.9749 -1.37
O -20.6716 -18.1628 1.3513 -0.57
C -19.9181 -17.7599 0.5076 0.32
O -20.2901 -16.8081 -0.3772 -0.38
C -19.2050 -16.6037 -1.3119 0.10
C -18.2867 -17.8515 -1.2868 -0.16
C -18.4915 -18.3363 0.1606 0.83
H -18.5592 -15.7590 -0.9845 -0.23
H -19.6844 -16.3560 -2.2606 0.39
H -17.2511 -17.6139 -1.4705 -0.08
H -18.6513 -18.6683 -1.9799 0.30
H -17.7706 -17.9031 0.8258 -0.98
H -18.5862 -19.4251 0.2750 0.53
C -16.1276 -13.1866 6.0568 -1.47
C -16.0993 -14.6267 6.7786 0.60
O -16.9120 -14.4696 7.9493 -0.29
C -17.2141 -15.5850 8.6254 0.77
O -16.9128 -16.7043 8.2919 -0.54
O -18.0776 -15.2891 9.6392 -0.38
C -18.7532 -16.4068 10.2541 -0.64
H -15.4695 -12.4981 6.5624 0.40
H -17.1301 -12.8406 6.0467 0.36
H -15.7582 -13.1887 5.0958 0.42
H -15.1360 -15.1248 7.0796 0.31
H -16.6643 -15.3125 6.1147 -0.38
H -18.0597 -17.2562 10.4717 0.27
H -19.5154 -16.6571 9.5850 0.32
H -19.2081 -15.9867 11.1315 0.23
C -17.4325 -15.4202 -3.9433 -0.74
C -15.9844 -15.3457 -4.3809 -0.48
O -15.0377 -16.1364 -3.6614 -0.40
C -14.5493 -15.6527 -2.5140 0.61
O -15.0901 -14.7477 -1.9715 -0.54
O -13.5057 -16.3829 -1.9984 0.14
C -12.9011 -17.3493 -2.8978 -0.82
H -17.6202 -15.0060 -2.9582 0.10
H -17.8711 -16.4371 -3.9850 0.21
H -17.9952 -14.8798 -4.7350 0.42
H -15.7366 -14.2700 -4.2257 0.26
H -15.8512 -15.5602 -5.3980 0.49
H -12.4519 -16.8324 -3.7593 0.31
H -13.6874 -18.0820 -3.0928 0.34
H -12.0914 -17.8828 -2.3834 0.18
C -24.2852 -18.7997 1.6721 -1.32
C -23.7683 -18.1912 2.9192 0.26
O -24.9235 -17.5181 3.5798 -0.32
C -24.6686 -17.2428 4.8609 0.81
O -23.6673 -17.4464 5.5636 -0.61
O -25.7435 -16.5838 5.3280 -0.35
C -25.6171 -15.9881 6.6729 -0.66
H -23.5129 -19.3087 1.0603 0.32
H -24.7091 -17.9850 1.0743 0.32
H -25.0367 -19.5128 1.9125 0.40
H -23.0629 -17.3596 2.7754 -0.07
H -23.4434 -18.8363 3.6897 0.39
H -24.6585 -15.5041 6.8194 0.31
H -25.7740 -16.7200 7.4277 0.29
H -26.3477 -15.1702 6.6693 0.24
C -8.7544 -16.6472 1.2566 -1.07
C -8.2742 -15.4134 0.5483 -0.33
O -9.1511 -14.3084 0.6836 -0.41
C -10.3027 -14.4109 0.0026 0.83
O -10.6713 -15.3155 -0.7323 -0.55
O -10.9808 -13.3083 0.3296 -0.37
C -12.1997 -13.0367 -0.4080 -0.25
H -7.9186 -17.2481 1.4662 0.52
H -9.5640 -17.1450 0.6971 0.24
H -9.1159 -16.2735 2.1799 0.31
H -8.0777 -15.5128 -0.4977 0.31
H -7.3515 -15.0933 1.0142 0.31
H -12.9514 -13.8983 -0.3671 -0.10
H -11.9260 -12.7074 -1.4140 0.35
H -12.7281 -12.2327 0.0735 0.25
C -14.0729 -20.4650 -0.1075 -1.14
C -14.0237 -20.5124 1.4273 -0.11
O -13.1141 -19.5938 2.0331 0.26
C -12.1288 -20.0587 2.7542 0.60
O -11.9255 -21.2330 2.9381 -0.63
O -11.5451 -19.0448 3.4265 -0.11
C -10.4240 -19.4097 4.2397 -0.84
H -14.4569 -19.4987 -0.4539 0.03
H -14.7546 -21.3291 -0.4216 0.38
H -13.0701 -20.6152 -0.5838 0.33
H -13.5734 -21.5067 1.7878 0.52
H -14.9898 -20.2612 1.8004 -0.07
H -9.9178 -18.4768 4.5529 0.25
H -9.6804 -19.8989 3.6549 0.33
H -10.6176 -20.0669 5.1020 0.29
C -21.0126 -14.6738 3.0386 -0.98
C -19.7091 -14.8489 3.8023 0.07
O -18.5860 -14.0622 3.2955 -0.40
C -18.1440 -14.4751 2.1003 0.37
O -18.5184 -15.3107 1.3279 -0.22
O -17.0307 -13.7714 1.8156 -0.34
C -16.5512 -13.8337 0.4562 -0.35
H -21.0103 -15.3175 2.1663 0.08
H -21.1112 -13.5997 2.7790 0.32
H -21.8775 -14.8439 3.7038 0.28
H -19.4078 -15.9271 3.6984 -0.08
H -19.6982 -14.5189 4.8043 0.57
H -16.3652 -14.8579 0.1176 -0.09
H -15.6505 -13.2047 0.5200 0.15
H -17.3412 -13.4680 -0.1802 0.46
```

- energy above the lowest of the compared OMol25 structures with the same formula, charge and spin (eV) = 0.000
- E_LUMO (eV) = 0.5
- E_HOMO (hartree) = -0.364
- SMILES = CCOC(=O)OC.CCOC(=O)OC.CCOC(=O)OC.CCOC(=O)OC.CCOC(=O)OC.CCOC(=O)OC.O=C1CCCO1.O=C1CCCO1.O=C1CCCO1

[2]
Entry from OMol25: an isolated ion of composition C2H6N3S and charge +1 in a non-equilibrium geometry (the ωB97M-V functional and the def2-TZVPD basis).

Geometry as XYZ:
```
12
Properties=species:S:1:pos:R:3:nbo_charge:R:1
C 0.1609 -1.4847 0.2540 0.45
C -0.6174 2.1532 -0.9822 -0.86
N -0.4059 -2.0767 -0.7234 -0.55
N -0.0094 -0.1201 0.2741 -0.37
N 0.8093 -1.9605 1.3260 -0.77
S -1.0676 0.4388 -1.0185 0.99
H -1.5466 2.7779 -1.2832 0.29
H 0.0190 2.1252 -1.9913 0.29
H -0.1040 2.6255 -0.1234 0.30
H -0.3277 -3.0220 -0.8983 0.38
H 0.4252 -2.7655 1.8260 0.43
H 1.2846 -1.3002 1.8373 0.41
```

- energy above the lowest of the compared OMol25 structures with the same formula, charge and spin (eV) = 3.766
- E_LUMO (alpha / beta) (eV) = -7.4 / -7.8
- E_HOMO (alpha / beta) (hartree) = -0.527 / -0.548
- charge = +1

[3]
Entry from OMol25: C37H35ClCrN2S2Si2 as an isolated structure in a non-equilibrium geometry (the ωB97M-V functional and the def2-TZVPD basis).

Geometry as XYZ:
```
80
Properties=species:S:1:pos:R:3:mulliken_charge:R:1
C 2.2153 1.3036 3.6722 -0.71
C 1.1758 0.3945 3.3348 -0.71
C 1.6383 -0.4177 2.2542 -0.17
H 0.2381 0.2631 3.8627 0.68
C 2.9658 -0.0019 1.9305 -0.69
C 3.3213 1.0466 2.8263 -0.45
H 4.3101 1.5000 2.9179 0.53
H 2.2217 1.9687 4.5363 0.47
H 1.0866 -1.2103 1.7741 0.85
H 3.6070 -0.4567 1.1855 0.56
Cr 1.6192 1.7139 1.5700 -0.09
Si -0.8420 0.7694 -0.7280 0.03
C -2.2478 0.3960 0.4184 1.62
C -3.4912 1.0368 0.3194 -1.23
H -3.6421 1.7847 -0.4501 0.43
C -4.5301 0.6528 1.1558 -0.82
H -5.5074 1.1165 1.0548 0.47
C -4.3434 -0.3521 2.1002 -0.81
H -5.1713 -0.6943 2.7189 0.46
C -3.0948 -0.9628 2.2229 -1.21
H -2.9258 -1.7688 2.9348 0.43
C -2.0379 -0.5614 1.4088 -0.05
H -1.0651 -1.0399 1.5404 0.29
C 0.3252 -0.7191 -0.9886 3.14
C 0.3511 -2.1487 -0.2679 -0.71
H -0.2893 -2.3787 0.5927 1.19
C 1.5360 -2.9508 -0.3971 -1.12
H 1.4890 -3.9937 -0.0670 0.38
C 2.7063 -2.4238 -0.8841 -0.90
H 3.6208 -3.0263 -0.9078 0.42
C 2.7470 -1.1329 -1.4232 -0.82
H 3.6990 -0.7525 -1.8289 0.32
C 1.6189 -0.3502 -1.5353 -1.52
H 1.6428 0.5978 -2.0930 0.48
H 0.0221 0.9805 0.5804 0.38
Si -0.6516 -2.0918 -1.8207 -1.06
C -0.1087 -2.6952 -3.4439 0.73
C -0.6187 -3.9386 -3.8724 -0.80
H -1.5778 -4.2900 -3.4943 0.37
C 0.1589 -4.7640 -4.6900 -0.62
H -0.1868 -5.7630 -4.9704 0.39
C 1.4199 -4.3110 -5.1156 -0.49
H 2.0955 -4.9893 -5.6435 0.37
C 1.8143 -2.9908 -4.8839 -0.53
H 2.7628 -2.6107 -5.2696 0.40
C 0.9979 -2.1533 -4.1211 -0.12
H 1.2491 -1.1056 -3.9648 0.43
C -2.4751 -2.3119 -1.5947 0.55
C -3.0979 -3.2124 -0.7195 -0.15
H -2.4736 -3.8221 -0.0604 0.45
C -4.4962 -3.2871 -0.7099 -0.72
H -4.9903 -4.0028 -0.0457 0.41
C -5.2388 -2.4645 -1.5723 -0.47
H -6.3207 -2.5502 -1.5741 0.42
C -4.6071 -1.5715 -2.4368 -0.88
H -5.1859 -0.9595 -3.1263 0.43
C -3.2199 -1.4894 -2.4459 -0.04
H -2.6854 -0.7795 -3.0849 0.44
H -1.4139 1.9247 -1.4579 -0.25
Cl 1.0113 2.6524 -0.7146 -0.55
C -1.6090 2.3201 3.3117 -0.66
C -0.6855 3.4381 3.0179 0.15
N 0.5109 3.3495 2.4496 1.07
C 1.1487 4.5996 2.3623 -0.10
C 0.3652 5.6443 2.8117 -0.57
S -1.1514 5.0889 3.4317 -0.15
C 2.4223 4.6344 1.7071 -0.34
C 3.1385 5.7190 1.2224 -0.61
S 4.4681 5.2045 0.2307 -0.13
C 4.0355 3.5276 0.5662 0.36
N 2.9730 3.3967 1.3390 0.83
C 4.6998 2.4250 -0.1632 -0.61
H -1.3150 1.8229 4.2518 0.25
H -2.6244 2.7381 3.4142 0.59
H -1.6109 1.5813 2.4970 -0.21
H 0.6684 6.6780 2.7255 0.43
H 2.8402 6.7476 1.3896 0.40
H 5.0034 2.8274 -1.1429 0.48
H 5.5895 2.0673 0.3782 0.31
H 4.0025 1.5847 -0.3086 -0.32
```

- energy above the lowest of the compared OMol25 structures with the same formula, charge and spin (eV) = 0.977
- E_LUMO (alpha / beta) (eV) = -3.2 / -2.8
- E_HOMO (alpha / beta) (hartree) = -0.316 / -0.319
- spin multiplicity = 4
- charge = +1

[4]
Entry from OMol25: a 2-piece molecular cluster, C11H11N overall in a non-equilibrium geometry (the ωB97M-V functional and the def2-TZVPD basis).

Geometry as XYZ:
```
23
Properties=species:S:1:pos:R:3:nbo_charge:R:1
C 0.2160 0.0985 -2.3817 0.00
C -0.0581 1.3531 -1.8181 -0.25
C 0.9402 1.9256 -1.0467 -0.16
C 2.1973 1.3280 -0.9248 -0.27
C 2.3278 0.0616 -1.5021 0.03
C -0.1509 -0.5728 2.4876 -0.25
C -1.4776 -1.0175 2.6728 -0.20
C -2.3956 -1.1732 1.6423 -0.25
C -1.8850 -0.8703 0.4410 -0.20
C -0.5880 -0.6717 0.0547 -0.25
C 0.3258 -0.5251 1.1611 -0.21
H -0.4913 -0.4493 -3.0000 0.21
H -1.0064 1.8813 -1.9526 0.23
H 0.7596 2.9596 -0.6680 0.22
H 2.9969 1.7558 -0.3055 0.23
H 3.2152 -0.5868 -1.3409 0.20
H 0.4723 -0.6209 3.4805 0.22
H -1.6290 -1.2147 3.7580 0.20
H -3.4819 -1.1951 1.9379 0.23
H -2.7750 -0.7136 -0.3311 0.19
H -0.2450 -0.9151 -1.1022 0.27
H 1.3829 -0.2917 0.9443 0.21
N 1.3497 -0.5455 -2.2063 -0.43
```

- energy above the lowest of the compared OMol25 structures with the same formula, charge and spin (eV) = 3.486
- E_LUMO (eV) = 0.7
- E_HOMO (hartree) = -0.317
- SMILES = c1ccccc1.c1ccncc1